Record 1
C13H52N14O13 | the ωB97M-V functional and the def2-TZVPD basis

```
! wB97M-V def2-TZVPD RIJCOSX def2/J DEFGRID3
* xyz 1 2
C 21.5095 23.7790 -4.7617
O 22.7608 23.2885 -4.8718
H 21.2682 24.2763 -3.8223
H 21.2252 24.6063 -5.4120
H 20.8397 22.9684 -5.0492
H 22.8569 22.3859 -4.5594
C 23.8523 23.9674 -0.9503
O 24.1818 22.6114 -1.0287
H 24.4167 24.3230 -1.8124
H 22.8042 24.1635 -1.1760
H 24.2203 24.4904 -0.0677
H 24.2939 22.3859 -1.9551
C 19.0047 26.7579 -7.0772
O 18.8827 28.1323 -7.4538
H 18.9269 26.1035 -7.9455
H 20.0056 26.5457 -6.7016
H 18.1915 26.4657 -6.4128
H 19.5578 28.4322 -8.0669
C 24.7635 20.1536 -3.4841
O 24.5343 21.5010 -3.6062
H 23.9504 19.5651 -3.0590
H 24.9805 19.6678 -4.4354
H 25.6196 20.0300 -2.8208
H 25.2566 21.9901 -4.0071
C 19.9186 24.0486 -0.1850
O 19.8485 24.5293 -1.5421
H 19.5630 23.0233 -0.0835
H 20.8815 24.2635 0.2783
H 19.2305 24.7564 0.2773
H 20.3359 25.3474 -1.6638
C 22.4388 27.4595 -5.9011
O 23.7798 27.6550 -5.3727
H 22.4853 27.5648 -6.9850
H 21.9465 26.6260 -5.4002
H 22.0790 28.3295 -5.3518
H 23.8648 28.5318 -4.9912
C 24.3368 20.3738 -8.4473
O 23.8394 19.3750 -8.9103
N 24.8689 21.2169 -9.1467
N 24.0468 20.8296 -7.3060
H 24.8554 21.0045 -10.1340
H 25.2354 22.0687 -8.7464
H 24.3634 21.7514 -7.0410
H 23.5944 20.1211 -6.7461
C 21.0898 19.8187 -1.0012
O 20.7310 19.5547 0.1549
N 21.9904 20.6802 -1.3847
N 20.5417 19.3517 -2.0942
H 22.5440 21.1907 -0.7116
H 22.1488 20.8923 -2.3594
H 20.7429 19.6877 -3.0251
H 19.9671 18.5215 -2.0699
C 20.9393 19.8416 -5.3669
O 21.6082 20.3047 -4.4941
N 20.2610 18.7543 -5.2686
N 20.6709 20.3571 -6.5248
H 20.2506 18.2669 -4.3840
H 19.8089 18.2984 -6.0482
H 21.1906 21.1923 -6.7538
H 20.3239 19.6842 -7.1933
C 22.3929 27.1669 -2.1827
O 21.4044 26.6934 -1.6518
N 22.5907 28.4496 -2.2793
N 23.4402 26.5314 -2.7150
H 23.3823 28.8980 -2.7178
H 21.7197 28.9604 -2.3037
H 23.6473 25.5556 -2.5570
H 24.0731 27.2105 -3.1129
C 16.9546 22.6096 -7.1883
O 16.6016 22.3517 -8.2917
N 17.6984 23.5629 -6.8335
N 16.9137 21.7617 -6.2617
H 18.1675 23.3080 -5.9762
H 18.0952 24.0211 -7.6414
H 17.3884 21.8988 -5.3808
H 16.3215 20.9798 -6.5024
C 25.0718 24.6583 -7.4824
O 25.1627 23.4960 -7.6876
N 24.4200 25.1761 -6.4344
N 25.4230 25.5964 -8.2926
H 23.6937 24.6237 -6.0014
H 24.2991 26.1788 -6.4451
H 25.1348 26.4530 -7.8417
H 25.9435 25.5022 -9.1531
C 17.2537 25.0947 -3.7597
O 16.5687 25.5484 -4.6432
N 18.3038 25.6921 -3.2672
N 17.0191 23.9858 -3.2214
H 18.4778 26.6596 -3.4988
H 18.8945 25.2011 -2.6113
H 16.1644 23.5520 -3.5400
H 17.7476 23.5502 -2.6739
*
```

The HOMO-LUMO gap (alpha / beta) is 8.16 / 2.09 eV. As for the expectation value of S²: 0.75. The HOMO energy (alpha / beta) comes out at -0.402 / -0.402 Ha.

=====

Record 2
C29H16BrF5N4RuS | the ωB97M-V functional and the def2-TZVPD basis

```
! wB97M-V def2-TZVPD RIJCOSX def2/J DEFGRID3
* xyz -1 6
Ru 6.2081 -18.9839 -3.6662
F 9.5010 -23.3987 0.6328
C 8.6162 -22.8773 -0.2424
C 8.8683 -21.6311 -0.8340
F 10.0104 -20.9775 -0.5582
C 7.9347 -21.0882 -1.7106
F 8.2198 -19.8632 -2.2559
C 6.7382 -21.7436 -2.0427
S 5.5026 -21.1216 -3.0810
C 6.5447 -23.0049 -1.4508
F 5.4303 -23.7115 -1.7419
C 7.4579 -23.5638 -0.5564
F 7.2099 -24.7752 -0.0126
C 9.2525 -14.3066 -4.3677
C 7.9896 -15.0498 -4.6605
C 6.9564 -14.5004 -5.4292
C 5.8148 -15.2286 -5.6843
C 5.7363 -16.5393 -5.1374
Br 4.1969 -17.6305 -5.4022
N 6.7132 -17.0885 -4.4132
C 7.8368 -16.3545 -4.1704
H 9.2521 -13.3297 -4.8610
H 10.1425 -14.8652 -4.7200
H 9.3974 -14.1339 -3.2849
H 7.0805 -13.4895 -5.8264
H 4.9830 -14.8650 -6.2732
H 8.6141 -16.8403 -3.5707
C 7.0655 -19.7040 -5.2458
C 7.6081 -20.2556 -6.2640
C 8.1667 -20.8500 -7.3518
C 7.3091 -21.3498 -8.4158
C 7.7472 -21.3456 -9.7514
C 6.9107 -21.8031 -10.7619
C 5.6362 -22.2706 -10.4561
C 5.1851 -22.2650 -9.1349
C 6.0081 -21.7786 -8.1232
C 9.6055 -20.9871 -7.4367
C 10.4528 -20.0854 -6.7768
C 11.8298 -20.2284 -6.8672
C 12.3829 -21.2986 -7.5791
C 11.5479 -22.2261 -8.1958
C 10.1704 -22.0769 -8.1306
H 8.7422 -20.9665 -10.0001
H 7.2472 -21.7950 -11.7936
H 4.9795 -22.6317 -11.2412
H 4.1882 -22.6241 -8.9051
H 5.6621 -21.7296 -7.0903
H 10.0078 -19.2772 -6.1955
H 12.4835 -19.5095 -6.3819
H 13.4667 -21.4149 -7.6489
H 11.9753 -23.0690 -8.7313
H 9.5276 -22.8233 -8.5928
N 4.2981 -14.6053 0.7960
C 4.5061 -15.6437 0.2376
N 4.6602 -16.8193 -0.2162
C 5.1401 -17.3722 -1.2388
N 5.5158 -18.0974 -2.0967
*
```

The HOMO-LUMO gap (alpha / beta) is 4.26 / 6.20 eV. As for the expectation value of S²: 8.82. The HOMO energy (alpha / beta) comes out at -0.075 / -0.220 Ha.

=====

Result set for strongest force on any atom: 10.49; 6.00 eV/Å, one per record in the order listed.
Result set for electronic energy: -61792.35852; -133336.22864 eV, one per record in the order listed.